Record 1
Below is an isolated ion of composition C3H5N2O2 and charge -1, with properties calculated with the ωB97M-V functional and the def2-TZVPD basis.

Structure (XYZ):
```
12
Properties=species:S:1:pos:R:3
H 0.085 0.359 -2.176
N -0.214 1.219 -1.916
C -0.451 1.432 -0.695
C -0.422 0.464 0.443
N 0.125 -0.820 0.050
O -0.109 -1.304 -1.155
C 0.809 -1.477 0.962
O 0.988 -1.149 2.134
H -0.699 2.497 -0.561
H 0.166 0.698 1.402
H -1.522 0.474 0.941
H 1.245 -2.392 0.572
```

The HOMO energy comes out at -2.385 eV. The net charge is -1. Its energy above the lowest of the compared OMol25 structures with the same formula, charge and spin is 105.4 kJ/mol. The SMILES is [H]/N=C\CN([O-])C=O. As for the frontier orbital gap: 6.603 eV.


Record 2
Below is an isolated ion of composition C3H5N2O2 and charge +1, with properties calculated with the ωB97M-V functional and the def2-TZVPD basis.

Structure (XYZ):
```
12
Properties=species:S:1:pos:R:3
O -2.427 -0.710 0.093
C -1.399 -0.181 0.158
N -0.997 1.139 -0.294
C 0.324 1.339 -0.221
N 1.026 0.336 0.199
C 0.263 -0.899 0.450
O 0.501 -1.844 -0.494
H -1.688 1.678 -0.816
H 0.879 2.215 -0.559
H 2.008 0.530 0.285
H 0.295 -1.114 1.463
H 1.217 -2.488 -0.264
```

The HOMO energy comes out at -15.088 eV. The net charge is +1. Its energy above the lowest of the compared OMol25 structures with the same formula, charge and spin is 27.3 kJ/mol. The SMILES is O=C1NC=[NH+][C@@H]1O. As for the frontier orbital gap: 10.254 eV.


Record 3
Below is an isolated ion of composition C3H5N2O3 and charge +1, with properties calculated with the ωB97M-V functional and the def2-TZVPD basis.

Structure (XYZ):
```
13
Properties=species:S:1:pos:R:3
H 2.813 -1.333 -0.635
N 1.861 -0.938 -0.640
C 1.894 0.188 -0.113
N 0.672 0.873 -0.005
C -0.612 0.754 -0.041
O -1.466 1.673 -0.110
C -1.453 -0.612 0.082
O -2.623 -0.526 -0.202
O -0.807 -1.690 0.329
H 2.629 0.854 0.350
H 0.940 1.865 0.238
H -2.411 1.310 0.138
H -1.437 -2.417 0.609
```

The HOMO energy comes out at -15.917 eV. The net charge is +1. Its energy above the lowest of the compared OMol25 structures with the same formula, charge and spin is 3.1 kJ/mol. The SMILES is [H]/N=C/[NH+]=C(/O)C(=O)O. As for the frontier orbital gap: 10.371 eV.


Record 4
Below is one molecule with the formula C3H5N2OP, with properties calculated with the ωB97M-V functional and the def2-TZVPD basis.

Structure (XYZ):
```
12
Properties=species:S:1:pos:R:3
N -1.910 -0.894 -0.291
C -0.837 -0.182 -0.182
C -0.492 1.070 -0.154
C 0.959 1.272 0.117
N 1.918 0.494 0.045
P 2.790 -0.754 -0.254
O 2.368 -1.887 0.678
H -2.833 -0.595 0.201
H -1.873 -1.886 -0.179
H 0.000 -0.775 -0.303
H -1.164 1.833 -0.112
H 1.073 2.303 0.434
```

The HOMO energy comes out at -9.002 eV. The net charge is 0. Its energy above the lowest of the compared OMol25 structures with the same formula, charge and spin is 169.9 kJ/mol. The SMILES is N/C=C/C=N\P=O. As for the frontier orbital gap: 9.073 eV.


Record 5
Below is an isolated ion of composition C3H5N2OS and charge +1, with properties calculated with the ωB97M-V functional and the def2-TZVPD basis.

Structure (XYZ):
```
12
Properties=species:S:1:pos:R:3
S -1.553 -1.168 1.152
C -0.406 -1.643 0.175
C 0.694 -0.760 -0.322
N 0.726 0.529 0.884
C -0.183 1.354 0.401
N -0.563 0.982 -0.858
O 0.519 0.104 -1.277
H -0.477 -2.330 -0.574
H 1.632 -1.270 -0.553
H 0.864 0.226 1.781
H -0.514 2.283 0.821
H -0.741 1.692 -1.631
```

The HOMO energy comes out at -13.586 eV. The net charge is +1. Its energy above the lowest of the compared OMol25 structures with the same formula, charge and spin is 374.8 kJ/mol. The SMILES is S=C[C@@H]1NC=[NH+]O1. As for the frontier orbital gap: 8.243 eV.


Record 6
Below is a 2-piece molecular cluster, C3H5N2OS overall, with properties calculated with the ωB97M-V functional and the def2-TZVPD basis.

Structure (XYZ):
```
12
Properties=species:S:1:pos:R:3
C 3.668 1.073 -1.369
C 1.363 1.205 1.275
C -0.893 -0.158 0.279
N 1.365 0.510 0.201
N 0.320 -0.138 -0.391
O 4.639 0.933 -1.876
S 1.393 2.127 2.557
H 0.715 -1.092 -0.617
H -1.502 0.708 0.065
H -0.749 -0.197 1.391
H -1.416 -1.051 -0.025
H 2.252 0.442 -0.465
```

The HOMO energy comes out at -13.787 eV. The net charge is +1. Its energy above the lowest of the compared OMol25 structures with the same formula, charge and spin is 239.7 kJ/mol. As for the frontier orbital gap: 7.723 eV.


Q: The lowest net charge belongs to which entry?
A: number 1